(1)
{
  "formula": "C39H31MnN7O3S",
  "method": "ωB97M-V/def2-TZVPD",
  "symbols": ["Mn", "N", "C", "S", "N", "N", "C", "C", "C", "C", "C", "C", "C", "C", "C", "C", "C", "C", "N", "H", "H", "H", "H", "H", "H", "H", "H", "H", "H", "H", "O", "C", "C", "C", "C", "C", "C", "C", "O", "N", "N", "C", "C", "C", "C", "C", "C", "C", "O", "H", "H", "H", "H", "H", "H", "H", "H", "H", "H", "C", "C", "C", "C", "C", "C", "N", "C", "C", "C", "C", "C", "C", "H", "H", "H", "H", "H", "H", "H", "H", "H", "H"],
  "coordinates": [[0.772, 0.902, -0.240], [-0.137, 4.929, 1.581], [-0.028, 3.896, 0.655], [1.309, 3.841, -0.370], [-1.098, 3.106, 0.673], [-0.968, 1.993, -0.079], [-2.061, 1.441, -0.471], [-3.409, 1.986, -0.177], [-4.301, 1.233, 0.579], [-5.579, 1.715, 0.838], [-5.973, 2.949, 0.342], [-5.078, 3.708, -0.405], [-3.801, 3.232, -0.659], [-1.909, 0.254, -1.318], [-2.992, -0.351, -1.959], [-2.750, -1.378, -2.852], [-1.443, -1.766, -3.097], [-0.430, -1.123, -2.405], [-0.652, -0.161, -1.519], [0.760, 5.316, 1.822], [-0.723, 4.682, 2.366], [-3.982, 0.279, 0.984], [-6.256, 1.123, 1.444], [-6.969, 3.327, 0.543], [-5.371, 4.681, -0.783], [-3.088, 3.830, -1.212], [-3.997, -0.006, -1.767], [-3.576, -1.859, -3.362], [-1.199, -2.549, -3.802], [0.607, -1.392, -2.567], [4.430, -1.432, -3.421], [3.825, -0.650, -4.327], [4.196, -0.768, -5.669], [3.595, 0.019, -6.635], [2.610, 0.938, -6.286], [2.242, 1.053, -4.954], [2.833, 0.275, -3.965], [2.386, 0.451, -2.546], [1.472, 1.270, -2.281], [3.007, -0.330, -1.675], [2.534, -0.087, -0.389], [3.236, -0.564, 0.560], [2.955, -0.341, 1.961], [3.642, -1.123, 2.894], [3.481, -0.954, 4.255], [2.609, 0.051, 4.692], [1.933, 0.849, 3.800], [2.060, 0.687, 2.391], [1.409, 1.461, 1.600], [4.024, -1.179, -2.532], [4.964, -1.489, -5.923], [3.897, -0.086, -7.672], [2.138, 1.555, -7.040], [1.482, 1.754, -4.630], [4.112, -1.160, 0.301], [4.304, -1.898, 2.518], [4.003, -1.588, 4.962], [2.457, 0.203, 5.757], [1.254, 1.621, 4.142], [-3.427, -0.268, 3.642], [-2.454, 0.705, 3.423], [-1.362, 0.468, 2.607], [-1.182, -0.772, 1.954], [-2.200, -1.736, 2.162], [-3.284, -1.490, 2.991], [-0.109, -0.986, 1.118], [0.492, -2.215, 1.183], [1.181, -2.758, 0.075], [1.878, -3.952, 0.148], [1.932, -4.689, 1.327], [1.270, -4.172, 2.440], [0.577, -2.979, 2.377], [-4.279, -0.072, 4.284], [-2.547, 1.679, 3.894], [-0.611, 1.232, 2.459], [-2.114, -2.694, 1.663], [-4.033, -2.266, 3.122], [1.196, -2.198, -0.848], [2.394, -4.307, -0.739], [2.484, -5.620, 1.384], [1.318, -4.698, 3.389], [0.113, -2.590, 3.276]],
  "forces_ev_per_angstrom": [[-0.26, -0.59, 0.18], [0.00, -0.03, -0.03], [-0.19, 0.04, 0.17], [0.00, 0.08, -0.12], [0.24, 0.04, -0.04], [0.45, 0.28, 0.29], [-0.40, -0.41, -0.30], [0.01, -0.05, 0.01], [-0.05, 0.02, 0.01], [0.05, -0.02, 0.01], [-0.01, 0.01, -0.01], [0.04, -0.01, -0.01], [-0.04, 0.04, 0.02], [-0.16, 0.15, 0.18], [0.02, -0.13, -0.10], [-0.09, 0.07, 0.06], [0.10, -0.04, 0.00], [0.02, -0.02, 0.00], [0.11, 0.27, -0.10], [0.04, 0.02, 0.01], [0.01, 0.01, 0.02], [0.00, 0.02, -0.01], [-0.01, 0.02, -0.01], [0.01, 0.00, 0.01], [-0.02, 0.00, 0.01], [-0.01, -0.03, 0.00], [0.00, 0.03, 0.01], [-0.01, -0.02, -0.01], [-0.01, 0.00, 0.00], [-0.04, 0.03, -0.05], [0.20, -0.10, -0.52], [0.16, -0.18, 0.08], [0.00, 0.00, -0.03], [0.01, 0.00, 0.00], [-0.01, -0.01, 0.05], [-0.01, 0.02, -0.02], [-0.11, 0.13, 0.05], [-0.04, 0.03, -0.25], [0.18, 0.01, -0.04], [-0.16, 0.14, 0.28], [-0.13, 0.05, -0.22], [0.08, -0.01, 0.26], [0.05, -0.01, -0.03], [0.00, 0.01, 0.02], [-0.04, 0.03, -0.04], [0.02, -0.02, 0.05], [-0.01, 0.02, -0.07], [0.08, -0.02, 0.09], [-0.01, 0.07, -0.11], [-0.07, 0.03, 0.28], [-0.01, 0.01, 0.00], [0.00, 0.00, 0.00], [0.00, -0.01, 0.00], [0.00, 0.01, -0.01], [0.03, 0.00, 0.00], [-0.01, 0.01, 0.00], [0.00, 0.00, 0.00], [0.00, 0.00, -0.01], [0.02, 0.00, 0.01], [0.02, -0.01, -0.04], [0.00, 0.00, -0.02], [-0.01, -0.05, 0.00], [-0.03, 0.08, 0.03], [0.03, 0.02, -0.01], [0.00, 0.00, 0.01], [0.06, 0.00, -0.03], [0.05, 0.03, 0.01], [-0.01, -0.03, -0.02], [-0.02, 0.01, -0.01], [-0.02, 0.04, 0.02], [0.00, -0.02, -0.01], [-0.07, -0.01, 0.02], [0.01, -0.01, -0.01], [-0.01, -0.01, 0.01], [-0.05, 0.01, -0.02], [0.01, 0.00, -0.01], [0.00, 0.01, 0.00], [0.01, -0.05, 0.07], [0.00, 0.00, 0.01], [0.00, 0.00, 0.00], [0.00, 0.00, -0.01], [0.01, 0.01, -0.02]],
  "lowdin_spin": [0.97, 0.00, 0.00, 0.03, 0.00, 0.00, -0.01, 0.00, 0.00, 0.00, 0.00, 0.00, 0.00, 0.00, 0.00, 0.00, 0.00, 0.00, 0.00, 0.00, 0.00, 0.00, 0.00, 0.00, 0.00, 0.00, 0.00, 0.00, 0.00, 0.00, 0.00, 0.00, 0.00, 0.00, 0.00, 0.00, 0.00, 0.00, 0.01, 0.00, 0.00, 0.00, 0.00, 0.00, 0.00, 0.00, 0.00, 0.00, 0.01, 0.00, 0.00, 0.00, 0.00, 0.00, 0.00, 0.00, 0.00, 0.00, 0.00, 0.00, 0.00, 0.00, 0.00, 0.00, 0.00, 0.00, 0.00, 0.00, 0.00, 0.00, 0.00, 0.00, 0.00, 0.00, 0.00, 0.00, 0.00, 0.00, 0.00, 0.00, 0.00, 0.00],
  "total_charge": -2,
  "de_lowest_kcal_mol": 0.0,
  "lumo_ev": [4.448, 4.449],
  "gap_ha": [0.205, 0.205],
  "multiplicity": 2,
  "total_energy_ev": -99677.334,
  "s_squared": 1.21
}

=====

(2)
{
  "formula": "C10H22LiO4",
  "method": "ωB97M-V/def2-TZVPD",
  "symbols": ["Li", "C", "O", "H", "H", "H", "C", "O", "H", "H", "H", "C", "C", "C", "O", "C", "H", "H", "H", "H", "H", "H", "H", "H", "C", "C", "C", "O", "C", "H", "H", "H", "H", "H", "H", "H", "H"],
  "coordinates": [[1.373, -0.066, 0.069], [1.865, -2.892, 0.464], [2.542, -1.733, 0.284], [1.521, -3.382, -0.499], [2.448, -3.674, 0.999], [0.881, -2.758, 1.008], [2.480, 2.514, -1.121], [2.712, 1.275, -0.628], [3.415, 3.081, -1.351], [1.887, 2.532, -2.076], [1.919, 3.190, -0.412], [-1.068, 2.267, 2.489], [-1.599, 0.887, 2.881], [-0.388, 0.004, 2.626], [0.386, 0.659, 1.620], [-0.183, 1.906, 1.303], [-0.501, 2.704, 3.314], [-1.850, 2.981, 2.227], [-2.449, 0.610, 2.249], [-1.967, 0.821, 3.905], [-0.599, -1.017, 2.301], [0.225, -0.094, 3.529], [-0.818, 1.841, 0.406], [0.584, 2.650, 1.096], [-2.034, -1.110, -2.275], [-0.763, -1.563, -2.985], [0.296, -0.740, -2.261], [-0.159, -0.708, -0.905], [-1.547, -1.023, -0.825], [-2.851, -1.825, -2.389], [-2.381, -0.133, -2.616], [-0.757, -1.407, -4.065], [-0.577, -2.626, -2.813], [0.348, 0.281, -2.657], [1.292, -1.179, -2.295], [-2.081, -0.267, -0.247], [-1.603, -2.006, -0.348]],
  "forces_ev_per_angstrom": [[1.93, -0.27, 0.08], [-0.25, 0.52, -0.45], [-0.73, 0.15, 0.02], [0.15, -0.08, 0.11], [-0.17, -0.11, 0.12], [0.16, -0.27, 0.21], [0.12, -0.15, 0.20], [-0.98, -0.09, 0.07], [-0.08, 0.03, -0.05], [-0.02, 0.12, 0.03], [0.01, 0.10, -0.22], [-0.17, 0.03, 0.17], [-0.43, 0.01, 0.03], [0.33, -0.38, 0.19], [0.05, -0.17, 0.14], [-0.53, 0.87, -0.05], [0.16, -0.08, -0.08], [-0.03, -0.07, -0.05], [0.16, -0.01, -0.15], [0.18, 0.04, 0.07], [-0.18, 0.09, -0.13], [0.03, 0.13, -0.04], [0.15, -0.18, -0.03], [0.22, -0.26, 0.02], [-0.12, -0.28, 0.17], [0.25, 0.14, -0.15], [-0.14, -0.19, -0.46], [-0.16, 0.40, -0.05], [0.33, -0.38, -0.43], [-0.05, 0.07, 0.05], [0.12, 0.00, -0.13], [-0.08, 0.13, 0.04], [-0.09, 0.01, 0.10], [0.03, 0.00, 0.06], [0.04, 0.04, 0.26], [0.07, -0.01, 0.14], [-0.28, 0.10, 0.19]],
  "lowdin_charge": [0.60, -0.47, -0.43, 0.03, 0.04, 0.03, -0.46, -0.43, 0.04, 0.03, 0.02, -0.16, -0.17, -0.18, -0.19, -0.21, 0.11, 0.11, 0.10, 0.11, 0.11, 0.12, 0.12, 0.11, -0.16, -0.16, -0.18, -0.23, -0.19, 0.11, 0.11, 0.11, 0.11, 0.12, 0.13, 0.11, 0.12],
  "total_charge": -1,
  "de_lowest_kcal_mol": 13.7,
  "lumo_ev": 2.765,
  "gap_ha": 0.203,
  "multiplicity": 1,
  "total_energy_ev": -19121.495
}

=====

(3)
{
  "formula": "C2H2ClF3Si",
  "method": "ωB97M-V/def2-TZVPD",
  "symbols": ["C", "C", "F", "F", "F", "Si", "Cl", "H", "H"],
  "coordinates": [[0.203, 0.492, -0.284], [-0.605, -0.462, 0.031], [3.055, 0.521, 1.313], [2.755, -1.561, -0.211], [3.692, 0.493, -1.080], [2.598, -0.015, -0.072], [-2.296, -0.196, 0.111], [0.040, 1.503, -0.429], [-0.179, -1.280, 0.509]],
  "forces_ev_per_angstrom": [[5.37, -0.70, 0.15], [-0.43, 0.75, 0.46], [0.11, 0.17, 0.93], [-0.28, -0.90, 0.34], [-0.20, 0.63, -0.47], [-3.40, 0.71, -0.94], [-0.50, -0.25, 0.01], [-0.58, 1.68, -0.76], [-0.10, -2.09, 0.27]],
  "lowdin_charge": [-0.11, -0.71, -0.06, -0.07, -0.07, 0.36, 0.63, 0.00, 0.03],
  "total_charge": 0,
  "de_lowest_kcal_mol": 53.6,
  "lumo_ev": 0.113,
  "gap_ha": 0.381,
  "multiplicity": 1,
  "total_energy_ev": -30662.025
}

=====

(4)
{
  "formula": "C2H5BrSe",
  "method": "ωB97M-V/def2-TZVPD",
  "symbols": ["C", "C", "Se", "Br", "H", "H", "H", "H", "H"],
  "coordinates": [[0.853, 0.437, 0.418], [-0.994, -0.646, 0.089], [2.002, 0.132, -1.046], [-2.539, 0.339, 0.556], [0.499, 1.483, 0.447], [1.121, 0.116, 1.433], [-0.493, -1.356, 0.775], [-1.190, -1.106, -0.884], [0.741, 0.600, -1.788]],
  "forces_ev_per_angstrom": [[-3.62, -0.22, 0.31], [3.72, 0.55, 0.87], [-1.23, 0.30, -0.86], [0.20, -0.07, 0.44], [0.14, -0.66, -0.05], [0.12, -0.20, -0.59], [-1.62, 0.18, -0.04], [0.70, 0.52, 0.03], [1.57, -0.40, -0.11]],
  "lowdin_charge": [-0.58, -0.64, 0.69, 0.58, 0.01, 0.02, 0.01, 0.00, -0.10],
  "total_charge": 0,
  "de_lowest_kcal_mol": 59.7,
  "lumo_ev": 0.378,
  "gap_ha": 0.320,
  "multiplicity": 1,
  "total_energy_ev": -137540.636
}